C30H35Br2F3NO7P as an isolated structure at a distorted geometry. Source: the Open Molecules 2025 dataset; level of theory: ωB97M-V with the def2-TZVPD basis set.

For the total energy, the calculation gives -205017.0599 eV. The value obtained for the frontier orbital gap is 7.12 eV. The LUMO energy comes out at -1.18 eV.

Geometry (Å):
C 0.0941 -5.2971 0.0055
C 1.4600 -4.4120 -0.0544
C 1.3377 -3.4331 -1.3177
C 0.1255 -2.3703 -1.0340
C 0.6024 -0.8798 -1.3312
C 1.2478 -0.5081 -2.6917
C 1.5000 -1.4774 -3.9234
C 0.2504 -2.3543 -4.3939
C -0.9447 -1.5417 -5.0753
F -1.2001 -0.2538 -4.5260
Br -0.7793 -1.3599 -7.0565
C -2.3106 -2.4111 -4.8189
F -2.1070 -3.8087 -4.9910
F -2.8311 -2.0763 -3.5206
Br -3.7904 -1.9340 -6.0913
C 1.7291 0.9846 -2.8452
C 2.4671 1.5312 -4.1722
C 3.9390 0.8950 -4.3386
O 4.2241 0.4680 -5.4994
C 1.5517 1.9984 -1.7010
C 0.8596 1.6168 -0.3650
C 0.3782 0.1646 -0.1712
C -0.3295 -0.1853 1.2206
O 0.5987 -0.4594 2.3086
C -0.0678 0.0613 3.4880
C 0.3784 1.3847 4.1527
C -0.2902 2.0415 5.3781
C 0.1761 3.4420 6.0086
C -1.5067 1.3278 6.0122
C -1.9818 -0.0040 5.3719
C -1.3027 -0.6687 4.1270
C -1.9141 -2.0232 3.5457
C -2.4450 -3.0559 4.6533
C -3.2132 -1.5911 2.6562
C 0.8139 2.8967 0.5759
O 0.1123 3.1971 1.5577
N 1.8520 3.7503 -0.0746
C 1.5766 5.1942 0.2180
P -0.0415 5.8527 -0.5034
O -0.9303 6.4090 0.6275
O -0.9610 4.6882 -1.3303
O 0.3650 7.1483 -1.5691
C 1.9645 3.5216 -1.5425
O 2.3492 4.3891 -2.3526
H 0.3778 -6.4112 -0.1124
H -0.4572 -5.2037 1.0038
H -0.5763 -5.0190 -0.8860
H 2.3595 -5.1104 -0.1496
H 1.4706 -3.7744 0.9007
H 1.1736 -4.0415 -2.2706
H 2.3030 -2.7992 -1.3622
H -0.1830 -2.5648 0.0516
H -0.8081 -2.5981 -1.6685
H 1.9288 -0.9717 -4.8576
H 2.3138 -2.2289 -3.5871
H 0.6511 -3.0708 -5.2092
H -0.2023 -3.0314 -3.5957
H 2.6306 2.6724 -4.1044
H 1.8801 1.3338 -5.1271
H 4.7178 0.8278 -3.5068
H -1.0822 -1.0480 1.1240
H -0.9263 0.7562 1.5197
H 1.2597 1.9455 3.6721
H -0.5211 4.2386 5.5433
H 1.2632 3.7010 5.7953
H -0.0737 3.4465 7.1366
H -2.0494 1.7606 6.9304
H -2.9067 -0.4883 5.8524
H -1.1950 -2.5749 2.8499
H -2.8329 -2.5752 5.6109
H -3.3330 -3.6180 4.1728
H -1.6717 -3.8439 4.9737
H -4.1357 -1.3790 3.3109
H -3.4587 -2.4090 1.8899
H -2.9096 -0.6005 2.1474
H 1.5154 5.3804 1.3555
H 2.4797 5.8184 -0.1408
H -1.5079 5.0756 -2.0461
H -0.5002 7.5472 -1.8334